# 1
# C39H42MnN6O2S

A molecular structure, C39H42MnN6O2S at a distorted geometry (wB97M-V/def2-TZVPD, the OMol25 dataset).

Geometry (Å):
H: -0.9373 0.4911 -2.4082
O: -0.0390 1.8791 -0.1156
H: -7.0768 -0.3803 -0.4827
H: -1.7014 1.3510 -3.7453
C: 1.5654 -2.5529 -0.4074
H: -1.9770 1.8550 -2.0685
H: -1.8268 -1.7350 -2.4771
H: -5.7421 6.2639 1.8144
H: 1.4669 -4.6813 -0.6777
N: 2.6442 0.8118 -0.1620
C: -3.6257 -1.9844 2.0718
H: -4.6882 3.9386 -0.7027
C: -3.1486 -0.5208 -0.0971
H: -0.3524 -3.7947 -1.7076
H: -1.4628 -1.8229 1.9578
C: 0.9757 2.6224 -0.0112
H: -1.6404 -2.9113 -0.8418
C: 4.3086 -2.8782 -0.4848
H: 3.8982 -4.9699 -0.7621
H: 1.7372 4.1544 3.6718
H: -3.6315 -4.1191 2.5181
C: 0.7945 4.0311 0.1291
H: -3.8833 2.4103 -0.4757
C: 2.3192 2.1030 -0.0804
H: 4.4062 -0.7530 -0.1922
C: -2.5973 -1.3527 -3.1495
H: -0.6856 0.2153 2.8896
H: -2.1796 -1.3016 -4.1592
C: 1.9885 3.1202 3.4715
S: -2.7427 2.7372 2.0207
H: -4.7787 -3.6406 1.2575
C: 2.1035 -3.8136 -0.5796
N: 1.7789 -0.1553 -0.1234
N: -4.2059 3.2931 -0.1022
C: 1.8403 4.8922 0.1317
C: 3.4287 3.0384 -0.0803
H: 1.6609 5.9593 0.2031
C: 4.7588 2.6032 -0.2114
C: -1.8487 0.9943 -2.7215
H: 6.8184 3.1413 -0.3708
C: 3.3283 2.7165 3.5589
Mn: -0.1787 -0.0796 0.2950
C: -5.4034 -0.9985 0.7305
N: -1.8426 -0.3522 0.0852
C: 5.5588 4.8715 -0.1517
H: 0.5445 -1.1011 2.6866
C: -5.4747 5.4642 1.1279
C: 4.2710 5.3208 -0.0139
H: -5.3566 5.9020 0.1329
C: 1.0084 2.2176 3.1344
N: -4.2391 4.8584 1.5855
H: 5.3842 -2.9997 -0.5154
C: -0.6551 -3.3613 -0.7503
C: 1.3122 0.8684 2.8534
H: -3.0559 -3.7229 0.8899
H: -0.6760 -4.1436 0.0137
C: -5.1671 -0.0850 -1.4374
H: -0.0247 2.5376 3.0637
H: 2.9228 -0.5584 2.7887
H: -3.4399 -2.0464 -3.1507
H: -4.0019 4.9964 2.5524
C: -6.0002 -0.4519 -0.3932
H: 4.9441 1.5419 -0.2893
O: 0.2109 -2.3080 -0.3797
C: -3.0399 0.0374 -2.6672
H: -6.0416 -1.3992 1.5137
H: 6.3825 5.5734 -0.1805
H: -4.3654 -1.8006 2.8595
H: -0.2244 4.3865 0.2253
C: 3.6467 1.3764 3.3142
C: 3.4832 -3.9803 -0.6238
H: -2.2119 -0.7680 3.1483
C: -2.2563 -1.7580 2.6972
C: 2.6616 0.4778 2.9746
H: -2.0720 -2.4994 3.4799
C: 3.7706 -1.6162 -0.3089
C: 3.1840 4.4278 0.0187
H: -6.2992 4.7442 1.0967
C: -4.0305 -1.1009 0.8906
H: -5.6115 0.2389 -2.3750
C: -3.7774 3.6611 1.1144
C: -3.7854 -0.1288 -1.3452
C: 2.3846 -1.4121 -0.2667
C: 5.8021 3.4967 -0.2540
N: 5.1549 4.4060 4.2187
C: 4.3396 3.6499 3.9120
H: 4.6780 1.0562 3.4015
H: -3.7864 0.4107 -3.3777
C: 0.2770 -0.0650 2.4662
C: -3.7815 -3.4579 1.6595
H: 4.0679 6.3826 0.0704

As for the spin multiplicity: 5. The total energy comes out at -3539.56575 Ha. The expectation value of S² is 6.3727. As for the net charge: -1.


# 2
# C14H18BN7O2W

A molecular structure, C14H18BN7O2W at a distorted geometry (wB97M-V/def2-TZVPD, the OMol25 dataset).

Geometry (Å):
C: -0.8999 -3.0957 -1.2223
C: 2.2856 -0.0193 0.1290
H: 2.3542 0.7667 0.8718
C: -2.1404 0.7859 1.8373
C: -1.6348 -2.9707 -0.0473
N: -1.5215 -0.9727 -1.0563
N: -0.8217 -1.9103 -1.8464
H: -1.7993 -3.7611 0.6694
H: 1.7612 2.5461 -0.0375
N: -0.6247 0.9872 -2.7325
H: -0.4221 -3.9688 -1.6399
C: 3.0629 -1.1489 -0.0638
H: -2.2439 -0.5187 -1.6277
H: 0.1173 3.2551 -0.1671
H: -2.6983 0.6835 3.9523
O: 1.0886 1.9766 2.1011
H: 1.2158 -0.2415 -5.1350
C: 0.0009 1.4391 2.2432
C: 0.2137 1.7253 -4.6947
C: -2.0849 -1.6823 0.0129
C: -0.5912 1.1311 3.6016
C: 0.8621 2.5918 -0.6477
C: -0.6072 2.0634 -3.6381
N: -0.9058 1.0683 1.2304
N: 1.2685 -0.0246 -0.8014
H: 0.7215 -2.3136 -3.4846
W: -0.4142 1.0676 -0.9113
H: 1.1060 3.0126 -1.6287
B: 0.3981 -1.4563 -2.7123
H: 0.4553 2.3483 -5.5401
C: -1.8702 0.4143 3.2976
N: 1.4787 -1.1341 -1.6378
H: -1.7322 -0.6801 3.3447
N: 0.0584 -0.0929 -3.4016
O: -3.2361 0.8319 1.3033
C: 2.5233 -1.8267 -1.1625
H: 0.1165 0.5522 4.1943
H: -0.7960 2.0627 4.1356
C: 0.6054 0.3984 -4.5131
H: -2.7116 -1.1588 0.6966
H: 3.9173 -1.4311 0.5280
H: -1.1813 2.9476 -3.4327
H: 2.8150 -2.7485 -1.6286

As for the spin multiplicity: 3. The expectation value of S² is 2.0106. As for the net charge: +2. The value obtained for the energy relative to the best compared isomer or geometry (same formula, charge and spin) is 41.0 kcal per mole.


# 3
# C21H47F4InN2O32P5S4

A molecular structure, C21H47F4InN2O32P5S4 at a distorted geometry (wB97M-V/def2-TZVPD, the OMol25 dataset).

Geometry (Å):
H: 2.5993 2.7159 4.5299
H: -1.5722 1.3250 5.8865
H: -1.3133 0.8041 4.1711
H: 3.5704 -2.1043 -1.8926
H: 3.7144 -0.1881 -3.4577
H: 1.5992 -2.3916 -5.7679
O: 2.9386 -3.3568 1.9969
H: 1.5412 -4.0563 5.6570
S: -0.0429 -3.9690 -0.2822
O: -4.4563 -1.4828 -2.9213
C: 1.9834 -3.0075 -4.9548
H: -3.4731 3.8237 -4.4860
O: 2.3147 2.0956 0.1125
H: -4.6280 -3.6359 -2.9404
C: 5.0485 0.0072 2.1779
H: -2.4761 4.8109 -3.5456
H: 4.7335 -4.4229 2.3098
C: -3.9257 -2.8041 -2.8862
C: 3.1208 0.3022 -4.2292
H: 3.0263 -3.2786 -5.1189
H: -4.6984 2.1702 -0.7390
O: 1.4107 1.5743 2.8194
O: 0.8413 2.7177 -3.3154
C: 2.7743 2.7761 1.1371
S: -1.9538 -4.0743 0.9367
N: -0.7905 -2.8882 0.2905
O: 4.9632 5.5420 1.8001
O: -0.6804 4.4904 -2.1198
C: -0.8985 0.8426 5.1783
O: 2.4821 -1.0333 1.0709
C: -4.5635 2.2944 -1.8134
O: -2.9216 -4.6946 0.0153
O: -4.4760 1.0801 -2.5205
O: -2.9395 3.9764 0.9681
O: 1.2755 -2.1416 4.9505
O: -2.2327 3.7474 3.3429
H: 3.5317 -5.1664 1.2735
H: 3.2271 1.3413 -3.9177
C: 3.8294 4.2122 3.3939
H: 3.6599 0.2053 -5.1716
H: 1.1420 -4.0394 3.9444
P: 1.1359 -1.0849 -3.3259
H: -1.9249 4.3461 -5.1416
P: -0.6039 2.8963 -2.5618
H: 2.7363 -3.6418 4.5886
O: 4.3470 4.9437 4.1869
H: 3.3807 -5.1049 3.0485
O: -0.4864 -4.3938 -1.6428
H: -3.0469 -2.1245 4.7831
H: 1.5009 3.0326 -5.0273
O: 0.6861 -4.9730 0.4967
O: 4.1545 -2.6492 -0.0595
O: 1.7480 -0.0628 -4.3731
O: -5.5049 -0.3788 -0.8016
O: -2.8380 -0.3540 -1.0748
O: -5.0284 2.1878 1.6953
H: 6.1238 0.0759 2.0131
C: -1.2341 -0.3156 -4.1951
C: 4.3265 -1.7309 -1.2020
O: -4.0694 1.2196 3.8025
H: -3.2356 -2.9969 -2.0648
F: -2.8567 -2.8476 1.5631
S: -2.3217 3.1661 1.9630
H: 5.3131 -1.6009 -1.6468
F: 1.1978 -2.9668 -0.4754
H: 4.9395 0.4428 3.1711
C: 4.2453 4.5687 1.9270
H: -0.7728 0.6719 -4.2069
H: -1.9936 -0.3998 -3.4178
H: 1.0047 5.6862 -1.6851
O: -0.6870 -0.4943 5.6966
H: -2.9920 -3.7705 4.6269
O: -0.3539 -1.4154 -3.9167
S: -3.9896 1.5071 2.3715
In: -0.3681 -0.0313 0.5984
C: 1.3079 3.6886 -4.1785
H: 1.4400 -3.9492 -5.0330
O: 1.8380 -2.4666 -3.5983
H: -2.9752 -2.9983 6.3197
H: 0.5966 4.4836 -4.4024
H: 3.9046 3.8621 -0.2304
H: 4.4995 0.5795 1.4303
H: -5.5530 2.6027 -2.1508
O: -1.6695 -4.8601 2.1507
O: -1.1884 -3.0055 5.1576
H: -6.9341 -1.7980 -0.4671
H: -3.4312 -2.8269 -3.8573
C: -2.4211 3.9761 -4.2444
C: 3.6608 -4.5425 2.1579
C: -2.6189 -2.9897 5.2896
P: -0.2740 -1.7215 4.6698
O: -0.5399 -1.2466 3.2896
C: 1.6655 -3.4955 4.7306
O: 1.0149 -0.6019 -1.9303
H: 0.8172 4.2651 -0.6101
H: -5.3454 -2.4766 -0.6237
H: -3.8793 3.1036 -2.0687
F: -0.8215 3.2931 1.4348
C: 2.3768 2.4692 2.5684
C: -5.8851 -1.6123 -0.2366
O: -0.7947 1.8755 -1.5209
C: 3.7011 3.7384 0.8231
C: 2.8902 3.1740 3.5962
H: 3.9820 -0.7102 -1.0363
F: -4.2438 0.0686 1.6756
O: 4.6687 -1.4180 2.2771
H: -1.6176 -0.6077 -5.1727
P: 3.5034 -2.0425 1.3188
O: -1.6863 2.7813 -3.7428
N: -2.3677 1.6936 1.7546
H: -5.6842 -1.6031 0.8347
H: 0.0902 1.2929 5.0903
H: 2.2030 4.1770 -3.7933
C: 0.2943 5.0459 -1.1623
P: -4.1748 -0.3379 -1.7514
H: -0.1663 5.6140 -0.3541

As for the spin multiplicity: 1. The total energy comes out at -7234.82473 Ha. As for the net charge: -1.


# 4
# C46H97F6N11O14S6

10 unconnected molecules or ions with the total composition C46H97F6N11O14S6 at a distorted geometry (wB97M-V/def2-TZVPD, the OMol25 dataset).

Geometry (Å):
H: -4.2106 3.0358 0.9112
C: -7.6174 1.4817 -1.0800
H: 1.1163 -3.6876 1.0606
H: 3.6630 1.0858 5.1677
H: 3.3158 -2.0186 5.2904
C: 1.4010 1.5453 -1.9449
H: -5.0280 -4.1922 5.5050
H: 2.3374 2.4840 -8.4259
H: -5.8883 3.5191 -0.5913
H: -8.9126 0.9668 -3.8969
N: 1.1736 -1.6241 1.0324
C: 2.7982 2.9786 4.9994
O: 4.9385 -1.1612 -0.4162
O: -5.2463 -3.4905 2.8559
H: 2.8547 -4.8912 -8.3505
C: 4.1091 -3.1944 3.8971
O: -0.2317 4.2418 -0.3708
C: 0.8512 2.5497 -4.2253
H: 1.1097 4.3883 -8.3347
H: -5.6049 -3.9893 9.4112
H: 3.1833 2.8422 9.6860
C: 1.4457 -5.7164 -4.0338
H: -3.6866 4.5687 0.2164
H: 1.2452 1.6278 1.8319
H: 1.8888 -2.8290 -9.9462
C: -4.1372 -5.1340 8.1054
H: 2.8778 1.7343 -3.7218
H: 4.5045 5.3281 8.8612
H: -1.7270 0.0877 3.1362
H: -6.0691 -5.6220 8.9893
H: -6.1568 -4.2862 7.8501
O: 5.3699 -3.1806 3.9050
F: -0.5066 3.9863 1.9560
N: -6.4676 1.1301 -2.0167
O: 5.8302 -5.3076 -2.2026
C: 1.8247 1.6505 -3.4534
C: 4.1133 -3.2327 -6.4956
H: 2.9105 -0.3484 0.7116
C: 2.5603 3.9329 -5.7148
C: 1.3450 2.3259 -8.0038
H: -7.5289 2.5584 -0.9353
C: 1.1644 0.5620 1.6773
C: 2.4117 -3.9054 -8.2089
H: 1.6428 -5.0296 -3.2107
H: 0.4393 5.7885 6.8836
H: -0.7989 -2.0506 4.9768
N: 2.5663 -3.2345 -6.8662
H: 3.6301 1.4912 3.4359
N: -3.0506 -2.3189 2.0538
C: 0.1281 3.7418 -6.4307
H: 2.0242 0.8163 -1.4269
H: -3.5423 -5.0043 9.0095
H: 3.6663 -3.0187 -9.8649
H: 0.3821 -5.9548 -4.0354
C: 0.4921 3.5866 -7.9298
H: 0.1109 4.1660 6.1841
H: 1.1895 -3.7661 -1.5109
C: 3.1049 5.1502 7.3706
H: -6.4051 -0.9506 -1.3888
H: -0.7538 3.1155 -6.2963
H: 1.1268 2.9346 8.8137
C: -3.8646 3.5162 -0.0040
C: -3.2258 -2.8791 5.3868
F: -4.1841 -0.1290 2.2208
O: 2.9496 5.2785 -0.4924
F: 3.7374 -5.0763 -1.0492
H: 4.7781 -3.0156 -7.3316
H: -0.2013 2.2809 -4.1359
C: 3.4368 -1.8993 4.2137
H: 2.8970 4.4861 10.2281
H: 0.6921 -3.8186 -6.0143
N: 1.8155 3.8821 1.2605
C: 2.8596 -1.5655 -8.4606
H: 0.9946 4.7305 9.0058
H: 3.9669 -1.0037 3.8898
O: -0.0149 6.0735 1.3006
C: -4.9649 3.1723 -1.0551
H: -3.1308 -2.3515 4.4493
C: 2.9116 3.8424 9.3485
N: 1.9082 4.1639 7.1367
C: 1.7096 -3.7752 -5.6259
H: 0.5814 1.0866 -6.3344
H: -0.2312 -2.1582 6.6647
C: -1.0791 -1.9210 6.0221
H: 4.5724 3.8292 8.0613
H: -8.4908 -1.0868 -2.9662
F: -3.1013 -4.5112 2.8729
H: -5.1877 1.0072 -0.4679
C: -6.4099 -0.3675 -2.3097
C: -4.1197 -3.7652 5.9037
H: 2.6199 -2.9627 0.4254
H: -7.3881 0.8601 -0.2145
C: 1.5334 -2.8820 0.4564
H: 2.8499 4.0147 -6.7624
C: -5.5400 -4.7414 8.6250
O: -5.3884 -1.5177 0.7392
C: 2.3431 2.8739 6.4933
H: 1.8934 -5.8552 -6.2050
F: 4.1499 4.4312 1.2846
N: -3.6074 -4.2263 7.1315
H: 1.4789 2.2098 6.5111
C: -0.0254 -1.2663 1.5567
H: -1.0084 1.6031 3.1749
O: 4.2839 -3.3006 -2.6823
H: -4.0990 -6.1486 7.7088
C: -7.8601 0.6935 -3.9709
C: 2.7610 -2.8163 -9.2925
H: 3.7799 3.4193 5.1731
C: -1.2315 0.7982 2.4746
H: 2.2908 3.6508 4.3075
O: -4.2350 -4.0606 0.7374
H: 3.1787 -5.3634 -5.1857
H: 3.3744 3.4090 -5.2140
H: -0.0448 4.7281 -5.9999
H: 2.0542 -6.5827 -3.7743
H: 2.7534 6.1235 7.7131
H: -0.9344 -1.8457 1.4906
N: -2.3031 -2.6472 6.3136
H: -1.9397 1.2192 1.7610
H: -1.4338 -0.8933 6.1003
C: 2.2104 -1.8009 -7.0955
O: -3.1668 -0.5423 0.1323
N: -0.1052 0.0513 1.9150
H: 4.2672 -4.3106 -6.4449
H: 1.6564 -3.1787 -4.7152
C: -5.0837 1.6345 -1.3532
S: -4.0482 -3.4580 2.0455
H: -8.5837 1.3333 -1.5621
H: 1.3013 5.3103 5.3942
H: 3.7244 5.3769 6.5029
C: 1.9184 -0.4509 1.1259
H: 2.3126 4.9414 -5.3837
C: 1.4276 1.7289 -6.5780
C: -7.5276 -0.6817 -3.2764
C: 2.1029 -5.2524 -5.3214
H: -4.2849 1.2050 -1.9578
H: -6.9967 2.6824 -3.5627
C: 3.8573 4.5663 8.4265
H: -2.9295 2.9990 -0.2188
H: 4.2832 -2.6786 -5.5725
H: -0.1976 -2.7775 -0.9018
H: 1.7827 2.4155 -1.4108
O: 3.5229 -4.1570 3.4317
H: 2.6203 -1.6549 3.5343
C: -2.4324 -3.4508 7.3780
H: -5.5217 -0.5428 -2.9169
S: 4.9609 -4.1938 -1.7048
S: 2.6960 4.9967 0.8937
H: 1.1400 -1.7145 -7.2825
H: 1.0678 -2.0264 -1.4669
H: 1.5420 0.7007 -3.9075
C: -6.7563 1.6355 -3.3774
S: -3.9755 -1.2965 1.1001
H: 2.4258 1.3054 -6.4669
C: 1.5747 3.9040 8.5953
H: -5.8686 1.4446 -3.9805
N: 1.2828 2.9653 -5.6765
H: -7.6467 0.5385 -5.0285
H: -7.1398 -1.4265 -3.9714
H: 0.9733 3.5372 -3.7802
H: -0.4531 3.4871 -8.4635
C: 0.8817 -2.9288 -0.8845
H: 0.8534 1.5587 -8.6021
O: 2.6039 6.2088 1.7573
N: 5.5177 -3.6389 -0.1800
H: 3.1366 2.4094 7.0786
S: 0.3654 4.7542 0.8593
H: 3.8839 -1.2118 -8.3429
H: -4.9408 3.7504 -1.9788
H: 2.5776 -1.1653 -6.2898
H: 1.3658 -4.1620 -8.3769
H: 2.4531 -0.7185 -9.0133
H: 0.3223 1.4141 -1.8593
H: 2.1047 1.0695 4.2984
C: 0.8537 4.9519 6.3212
S: 5.8757 -2.2636 -0.6254
F: 6.6595 -2.1710 0.7484
H: -1.6908 -3.6020 8.1485
O: 6.9772 -2.1857 -1.5799
C: 3.0790 1.5523 4.3744

As for the spin multiplicity: 1. The total energy comes out at -6453.86520 Ha. As for the net charge: +2.